One molecule with the formula Cl2HNOS in a non-equilibrium geometry. Source: OMol25; level of theory: wB97M-V/def2-TZVPD.

Results
**Charge**: 0
**Max |F|**: 3.636 eV/Å
**HOMO level**: -0.4053 Ha
**Relative energy (zero: lowest compared OMol25 entry of this formula, charge and spin)**: 3.92 kcal/mol
**Spin multiplicity**: 1
**LUMO level**: -1.26 eV
**SMILES**: N=S(=O)(Cl)Cl

XYZ file:
```
6
Cl2HNOS | OMol25 | wB97M-V/def2-TZVPD
N 1.36 -0.10 -0.38
S -0.20 -0.11 -0.30
O -1.01 0.04 -1.53
Cl -1.01 -1.61 0.74
Cl -0.85 1.38 1.05
H 1.69 0.40 0.42
```